Entry from OMol25: a cluster of 2 separate species, C5H10O2 in total (ωB97M-V/def2-TZVPD).

```
! RIJCOSX wB97M-V def2-TZVPD def2/J DEFGRID3
* xyz 0 1
C 0.00 -2.14 0.48
C -0.85 -1.31 -0.48
O -0.98 -0.24 0.48
C -0.18 -0.95 1.44
H -0.44 -3.08 0.81
H 1.03 -2.31 0.16
H -0.34 -0.98 -1.39
H -1.83 -1.73 -0.74
H 0.74 -0.41 1.69
H -0.75 -1.16 2.36
C 0.26 2.52 -0.34
C 0.90 1.42 -1.13
O 1.78 0.70 -0.73
H 0.33 3.47 -0.88
H -0.80 2.28 -0.22
H 0.72 2.60 0.64
H 0.51 1.30 -2.17
*
```

Computed properties:
- ΔE to the lowest compared entry with this formula, charge and spin (kJ/mol) = 253.4
- HOMO level (hartree) = -0.353
- orbital gap (hartree) = 0.39375

Entry from OMol25: the ion C3H11FNP2 with charge +1 in a non-equilibrium geometry (ωB97M-V/def2-TZVPD).

```
! RIJCOSX wB97M-V def2-TZVPD def2/J DEFGRID3
* xyz 1 1
C 0.79 1.21 0.93
C 0.65 0.57 -0.51
N 1.83 -0.33 -0.69
C -0.74 -0.31 -0.41
F -1.13 -0.81 -1.65
P -0.35 -1.73 0.76
P -2.02 1.11 -0.09
H -0.17 1.83 1.11
H 0.78 0.40 1.60
H 1.66 1.83 0.98
H 0.61 1.14 -1.33
H 1.88 -0.68 0.27
H 2.71 0.03 -1.11
H 1.53 -1.09 -1.35
H -1.19 -2.66 0.04
H -1.36 -1.45 1.70
H -2.91 0.49 -1.14
H -2.58 0.45 0.92
*
```

Computed properties:
- ΔE to the lowest compared entry with this formula, charge and spin (kJ/mol) = 44.1
- HOMO level (hartree) = -0.491
- orbital gap (hartree) = 0.36239

Entry from OMol25: a cluster of 2 separate species, C5H13NO in total in a non-equilibrium geometry (ωB97M-V/def2-TZVPD).

```
! RIJCOSX wB97M-V def2-TZVPD def2/J DEFGRID3
* xyz 0 1
C 0.62 0.01 2.71
C -0.19 0.02 1.66
N -0.55 1.24 1.07
C -0.91 -1.22 1.33
C -2.07 -1.07 0.23
C -1.58 -0.44 -1.11
H 0.89 -0.97 3.32
H 1.06 0.88 3.23
H -1.40 1.37 0.76
H -0.22 2.05 1.54
H -1.45 -1.44 2.18
H -0.14 -2.06 1.13
H -2.82 -0.47 0.63
H -2.51 -2.06 0.06
H -1.97 0.64 -1.14
H -1.81 -1.01 -2.06
H -0.47 -0.48 -1.08
O 5.42 1.78 -4.50
H 5.28 0.95 -4.92
H 4.84 2.27 -5.03
*
```

Computed properties:
- ΔE to the lowest compared entry with this formula, charge and spin (kJ/mol) = 234.3
- HOMO level (hartree) = -0.291
- orbital gap (hartree) = 0.32949

Entry from OMol25: a structure of composition C34H59BBaN17O3S4 in a non-equilibrium geometry (ωB97M-V/def2-TZVPD).

```
! RIJCOSX wB97M-V def2-TZVPD def2/J DEFGRID3
* xyz -1 1
Ba -1.35 1.53 1.72
N -2.33 0.88 -0.80
C -3.10 1.86 -1.58
C -2.17 2.96 -2.06
N -1.56 3.70 -0.96
C -0.16 4.07 -1.17
C 0.76 3.79 0.01
N 0.79 2.34 0.29
C -2.41 4.78 -0.45
C -2.60 4.79 1.06
N -3.26 3.55 1.51
H -1.58 0.49 -1.38
H -2.93 0.11 -0.54
H -3.89 2.27 -0.94
H -3.60 1.42 -2.45
H -2.73 3.64 -2.73
H -1.38 2.49 -2.65
H -0.07 5.13 -1.43
H 0.22 3.49 -2.02
H 0.42 4.32 0.90
H 1.76 4.18 -0.23
H 1.51 2.13 0.98
H 1.06 1.82 -0.55
H -3.39 4.68 -0.91
H -2.01 5.75 -0.76
H -3.19 5.69 1.32
H -1.64 4.88 1.57
H -4.19 3.47 1.12
H -3.33 3.56 2.52
C 6.29 1.64 -2.13
C 5.37 1.16 -1.01
C 6.23 0.59 0.11
C 4.54 2.35 -0.53
N 4.46 0.10 -1.52
C 4.52 -0.44 -2.81
C 3.61 -1.42 -2.86
N 2.99 -1.51 -1.63
B 1.99 -2.68 -1.46
N 1.47 -2.92 0.00
C 2.41 -3.48 0.84
C 1.83 -3.76 2.01
N 0.50 -3.37 1.90
C 0.28 -2.84 0.65
S -1.21 -2.22 0.06
C -0.44 -3.78 3.00
C -0.38 -5.30 3.11
C 0.03 -3.12 4.31
C -1.89 -3.38 2.78
N 0.85 -2.59 -2.50
C 0.24 -3.78 -2.86
C -0.76 -3.49 -3.71
N -0.77 -2.12 -3.88
C 0.22 -1.56 -3.11
S 0.59 0.10 -2.90
C -1.84 -1.51 -4.73
C -1.57 -0.06 -5.12
C -1.94 -2.32 -6.02
C -3.14 -1.59 -3.93
C 3.53 -0.60 -0.80
S 3.10 -0.33 0.83
H 6.92 2.42 -1.73
H 5.72 2.05 -2.97
H 6.93 0.84 -2.50
H 6.92 1.36 0.47
H 6.82 -0.26 -0.26
H 5.62 0.25 0.94
H 5.22 3.14 -0.20
H 3.89 2.07 0.29
H 3.93 2.73 -1.35
H 5.15 -0.05 -3.58
H 3.32 -2.05 -3.68
H 2.61 -3.69 -1.73
H 3.43 -3.61 0.53
H 2.24 -4.18 2.90
H 0.60 -5.66 3.42
H -0.62 -5.75 2.14
H -1.11 -5.64 3.84
H 1.10 -3.22 4.46
H -0.48 -3.61 5.14
H -0.23 -2.07 4.33
H -2.31 -3.89 1.91
H -2.01 -2.31 2.63
H -2.43 -3.68 3.68
H 0.56 -4.72 -2.45
H -1.48 -4.14 -4.17
H -0.61 0.05 -5.62
H -1.58 0.61 -4.27
H -2.37 0.23 -5.81
H -0.96 -2.41 -6.50
H -2.62 -1.80 -6.71
H -2.34 -3.32 -5.87
H -3.05 -1.05 -3.00
H -3.39 -2.63 -3.70
H -3.96 -1.16 -4.51
O 0.33 4.59 3.26
C -0.08 3.45 3.47
O -1.29 3.04 3.43
C 0.96 2.37 3.81
C 1.94 2.63 4.76
C 2.79 1.60 5.12
C 2.66 0.36 4.51
C 1.68 0.21 3.54
N 0.84 1.18 3.20
H 2.01 3.62 5.19
H 3.56 1.76 5.87
H 3.31 -0.46 4.76
H 1.58 -0.73 3.01
O -1.43 0.06 4.82
S -2.79 0.03 4.25
N -2.97 0.06 2.79
N -4.54 -2.48 1.00
N -5.13 -1.23 1.17
N -5.87 -0.94 2.20
C -6.18 0.32 1.93
N -5.66 0.75 0.79
N -4.99 -0.28 0.29
H -4.56 -2.88 1.94
H -3.56 -2.32 0.75
H -6.79 0.93 2.58
*
```

Computed properties:
- HOMO level (hartree) = -0.172
- orbital gap (hartree) = 0.25673